(1)
Here is a structure of composition C30H30I2N7O4S2Sc from the Open Molecules 2025 dataset. Energies are from ωB97M-V with the def2-TZVPD basis set.

Structure (XYZ):
```
76
Properties=species:S:1:pos:R:3:lowdin_charge:R:1
Sc -0.09548 -0.59163 -0.33698 0.9027
N -1.75958 -1.99223 3.63622 0.0756
C -1.75058 -1.61243 2.33212 -0.8965
S -1.23128 -2.73933 1.16692 0.7005
N -2.21348 -0.41453 2.05462 -0.0128
N -2.03368 0.03057 0.80522 -0.0267
C -2.83268 0.96237 0.36402 -0.1687
C -3.92518 1.52577 1.18312 -0.1835
C -3.62448 2.09977 2.41532 -0.0262
C -4.63518 2.60597 3.21082 -0.0752
C -5.95348 2.53227 2.79332 -0.0892
C -6.25808 1.96267 1.56872 -0.0809
C -5.25108 1.46477 0.76112 -0.0356
C -2.60358 1.42297 -0.99378 -0.2062
C -3.26668 2.54297 -1.50988 0.0080
C -3.02638 2.93347 -2.81048 -0.0407
C -2.13558 2.18897 -3.57058 -0.0377
C -1.49888 1.11117 -2.97358 -0.1754
N -1.70448 0.72847 -1.72098 0.0819
H -1.69768 -2.98233 3.80972 0.0772
H -2.30588 -1.43043 4.26822 0.0958
H -2.59368 2.15107 2.73442 0.1105
H -4.39468 3.05937 4.16082 0.1016
H -6.74338 2.90667 3.42682 0.1002
H -7.28508 1.90407 1.24142 0.1017
H -5.49148 1.00717 -0.18858 0.1214
H -3.94808 3.09417 -0.88258 0.1165
H -3.52138 3.79677 -3.23008 0.1115
H -1.93408 2.43507 -4.60098 0.1070
H -0.80758 0.50817 -3.54598 0.0360
I 2.45402 -6.94483 -4.39498 0.8033
C 1.54942 -5.25863 -3.48318 -0.7173
C 0.66952 -4.47073 -4.20008 -0.2352
C 0.11802 -3.37583 -3.57718 -0.5924
I -1.25818 -2.17453 -4.62968 0.9662
C 0.40672 -2.98183 -2.25578 -0.4063
O -0.13558 -1.91433 -1.75648 -0.2726
C 1.31272 -3.83173 -1.56078 -0.1491
C 1.67142 -3.52063 -0.13358 -0.1843
N 1.98152 -2.09583 0.01452 -0.0901
C 3.24232 -1.74203 -0.62218 -0.1306
C 3.16922 -0.47913 -1.44758 -0.2385
C 4.34772 0.06367 -1.95758 -0.0170
C 4.28672 1.19287 -2.75018 -0.0506
C 3.03842 1.73107 -3.02578 -0.0382
C 1.92102 1.12387 -2.48008 -0.1107
N 1.97272 0.04877 -1.69488 0.0928
C 1.86652 -4.93913 -2.17578 -0.1249
H 0.41712 -4.69063 -5.22608 0.0799
H 0.81282 -3.74243 0.51022 0.0292
H 2.51322 -4.15753 0.19192 0.1290
H 2.01792 -1.86833 1.00912 0.1009
H 4.06192 -1.64453 0.10662 0.1334
H 3.51592 -2.55273 -1.31028 0.1366
H 5.29482 -0.39933 -1.72448 0.1165
H 5.18702 1.64287 -3.14078 0.1098
H 2.92602 2.61017 -3.64008 0.1081
H 0.94062 1.53407 -2.67868 0.0903
H 2.55082 -5.56773 -1.62278 0.0977
O 0.59522 3.50027 0.78812 -0.1076
N 0.10292 2.85107 -0.13118 -0.1386
O 0.35622 1.57357 -0.10128 -0.3900
O 0.74312 -0.27493 1.60552 -0.6289
S 0.91202 1.13047 2.13132 1.0292
C 1.29712 0.83017 3.93572 -0.2662
C 2.77652 1.07237 4.18962 -0.2328
C 3.24472 2.03617 3.10512 -0.2303
C 2.67752 1.51917 1.80042 -0.2760
H 0.98002 -0.18343 4.15812 0.0862
H 0.67332 1.53567 4.48012 0.0852
H 3.33132 0.13587 4.11822 0.1133
H 2.95092 1.48267 5.18422 0.1113
H 4.33212 2.11017 3.06112 0.1171
H 2.83992 3.03277 3.28802 0.1202
H 3.12852 0.58417 1.46842 0.0951
H 2.72872 2.25717 1.00672 0.0839
```

Values from the calculation:
- Molecular weight: 915.5 g/mol
- Orbital gap: 7.2 eV
- DFT total energy: -108792.475 eV
- LUMO: -0.3 eV

***

(2)
Here is a structure of composition C30H30IrNP2Se3Te from the Open Molecules 2025 dataset. Energies are from ωB97M-V with the def2-TZVPD basis set.

Structure (XYZ):
```
68
Properties=species:S:1:pos:R:3:lowdin_spin:R:1
Ir -1.23568 -0.21947 -0.57714 1.0605
Se -2.49815 -2.12491 -0.15353 1.3493
Se -6.08811 1.31241 -0.00670 0.5138
Te -4.61250 0.82212 -1.81862 0.4582
Se -2.45684 1.96251 -1.21455 0.2050
N 0.74538 0.86656 1.33434 0.0230
P -0.92254 0.64433 1.62060 0.0391
C -1.55205 2.27624 2.07049 0.0020
C -0.71010 3.32476 2.41028 0.0009
C -1.24665 4.54742 2.80093 0.0000
C -2.62231 4.72027 2.84405 0.0010
C -3.46738 3.67383 2.49164 -0.0001
C -2.93447 2.45508 2.10175 0.0017
C -1.05702 -0.25224 3.19848 0.0074
C -2.32768 -0.66118 3.60219 0.0066
C -2.51285 -1.25445 4.84036 0.0009
C -1.42704 -1.45464 5.68462 0.0001
C -0.15720 -1.06820 5.27936 0.0010
C 0.02806 -0.47141 4.03685 0.0017
P 1.10349 -0.17713 0.03956 0.1096
C 1.65174 -1.73885 0.80087 0.0161
C 1.08883 -2.94663 0.40925 0.0087
C 1.52235 -4.13775 0.98526 0.0008
C 2.51689 -4.12176 1.94892 -0.0003
C 3.09358 -2.91525 2.33873 0.0013
C 2.66608 -1.73091 1.76219 0.0034
C 2.64923 0.43121 -0.65905 0.0178
C 3.32431 1.53748 -0.16086 0.0080
C 4.53842 1.91720 -0.72183 0.0000
C 5.06475 1.20626 -1.78913 0.0065
C 4.38095 0.10879 -2.30325 -0.0007
C 3.17494 -0.27831 -1.74259 0.0068
H 1.41979 1.12652 2.04290 0.0013
H 0.36592 3.20346 2.35827 0.0001
H -0.58628 5.36293 3.06899 0.0000
H -3.03661 5.67659 3.14017 0.0001
H -4.54153 3.80705 2.49627 0.0000
H -3.60373 1.66232 1.78224 0.0021
H -3.17946 -0.51963 2.94402 0.0052
H -3.50616 -1.55773 5.14844 0.0000
H -1.56947 -1.92317 6.65044 0.0000
H 0.69341 -1.22533 5.93106 0.0001
H 1.03067 -0.19532 3.73624 0.0004
H 0.30915 -2.95668 -0.34093 0.0094
H 1.07204 -5.07562 0.68184 0.0000
H 2.84895 -5.04862 2.39949 0.0000
H 3.87902 -2.90217 3.08453 0.0002
H 3.13301 -0.79388 2.05448 0.0002
H 2.90989 2.11679 0.65607 0.0006
H 5.06878 2.77331 -0.32448 -0.0001
H 6.00299 1.51497 -2.23280 0.0004
H 4.78827 -0.44366 -3.14083 -0.0002
H 2.63812 -1.13395 -2.13942 0.0005
C -2.47223 -0.38620 -5.74975 0.0008
C -1.05351 -0.65294 -5.22536 0.0071
C -0.10520 0.43511 -5.74818 0.0041
C -0.57579 -2.02987 -5.69867 0.0024
C -1.07213 -0.60071 -3.75003 0.0546
C -1.12704 -0.52463 -2.54081 0.0588
H -2.48247 -0.40879 -6.84397 0.0000
H -2.82260 0.59289 -5.41830 0.0001
H -3.16649 -1.14318 -5.38029 0.0000
H -0.11027 0.44463 -6.84231 0.0007
H 0.91555 0.25213 -5.40620 0.0001
H -0.41511 1.41732 -5.38807 0.0002
H -0.59653 -2.07818 -6.79161 0.0003
H -1.21907 -2.81882 -5.30428 0.0002
H 0.44566 -2.22031 -5.36265 0.0000
```

Values from the calculation:
- Molecular weight: 1023.2 g/mol
- Orbital gap (spin up / spin down): 7.1 / 5.8 eV
- Multiplicity: 5
- DFT total energy: -257835.717 eV
- LUMO (spin up / spin down): 0.2 / -1.7 eV

***

(3)
Here is a structure of composition C30H30MnN4O2PS from the Open Molecules 2025 dataset. Energies are from ωB97M-V with the def2-TZVPD basis set.

Structure (XYZ):
```
69
Properties=species:S:1:pos:R:3:lowdin_spin:R:1
Mn 0.05008 -0.11179 -0.21145 1.2785
S 4.10592 1.84642 -0.92355 -0.0011
C 3.20765 1.75076 -2.37020 -0.0001
C 2.01927 1.14236 -2.14286 0.0003
N 1.82174 0.77002 -0.83235 -0.0071
C 2.84505 1.09435 -0.08423 -0.0010
H 3.59673 2.11652 -3.30532 0.0000
H 1.26688 0.91805 -2.88305 0.0002
H 2.89404 0.90063 0.97614 0.0000
O -0.37274 1.60150 0.59839 0.0183
P -1.36778 2.57387 1.22342 0.0040
C -2.84965 1.78517 1.84367 -0.0001
C -3.10245 1.68470 3.20915 0.0000
C -4.22152 0.99704 3.65811 0.0000
C -5.09159 0.42162 2.74593 -0.0001
C -4.85717 0.54081 1.37980 0.0000
C -3.74154 1.22084 0.92692 0.0000
C -0.57263 3.42138 2.58431 0.0010
C 0.19006 2.68151 3.48952 0.0006
C 0.79187 3.30756 4.56709 0.0000
C 0.63587 4.67721 4.74487 0.0000
C -0.12004 5.41722 3.84883 0.0001
C -0.72549 4.79284 2.76727 0.0001
C -1.83463 3.78816 0.00093 0.0009
C -0.89050 4.13565 -0.96646 -0.0001
C -1.19088 5.11190 -1.90151 0.0000
C -2.42783 5.74371 -1.87016 0.0000
C -3.36611 5.40337 -0.90672 0.0000
C -3.07333 4.42458 0.03163 0.0001
H -2.43064 2.14189 3.92381 0.0000
H -4.41523 0.91700 4.71920 0.0000
H -5.96537 -0.11121 3.09723 0.0000
H -5.55120 0.10782 0.67150 0.0000
H -3.55687 1.31137 -0.13534 0.0000
H 0.30296 1.61235 3.35342 0.0005
H 1.37937 2.73240 5.27016 0.0000
H 1.10721 5.16775 5.58606 0.0000
H -0.23627 6.48340 3.98802 0.0000
H -1.30826 5.37552 2.06551 0.0000
H 0.07481 3.64319 -0.97905 -0.0001
H -0.46354 5.38372 -2.65467 0.0000
H -2.66105 6.50512 -2.60253 0.0000
H -4.32837 5.89672 -0.88786 0.0000
H -3.80900 4.15313 0.77883 0.0000
N 0.49088 -1.47040 -1.42826 0.0032
C 0.95859 -2.37895 -2.00269 0.0032
C 1.49878 -3.42840 -2.66621 0.0155
C 2.85803 -3.34364 -3.07717 0.0018
N 3.96416 -3.27341 -3.38679 0.0074
C 0.68400 -4.56537 -2.93131 0.0018
N 0.00469 -5.46678 -3.15370 0.0076
C -2.25938 -1.61811 -0.82712 -0.0133
O -1.64131 -0.48548 -0.23471 -0.1673
H -3.32105 -1.57885 -0.58127 -0.0022
H -1.82845 -2.54573 -0.44792 -0.0024
H -2.14136 -1.59197 -1.91021 -0.0067
C 0.75406 -2.74820 3.11894 -0.0100
C -0.14807 -2.00032 2.12489 -0.0101
C -1.35749 -1.40909 2.83582 -0.0010
C 0.70158 -0.94954 1.44812 -0.1140
H 0.18149 -3.52457 3.62640 -0.0018
H 1.13960 -2.06612 3.88009 0.0000
H 1.59984 -3.22246 2.62088 0.0000
H -0.47569 -2.72290 1.37227 -0.0016
H -1.03355 -0.71186 3.61432 0.0000
H -1.93172 -2.19842 3.32077 -0.0002
H -2.01929 -0.87191 2.15554 -0.0002
H 1.62381 -1.35250 1.01847 -0.0033
H 0.89180 -0.07242 2.06929 -0.0012
```

Values from the calculation:
- Molecular weight: 596.6 g/mol
- Orbital gap (spin up / spin down): 5.5 / 6.8 eV
- Multiplicity: 2
- DFT total energy: -93088.744 eV
- LUMO (spin up / spin down): -5.2 / -4.0 eV
- Total charge: +1

***

Q: Which formula does entry 1 have?
A: C30H30I2N7O4S2Sc